5 unconnected molecules or ions with the total composition C22H38FN2O16P, computed with ωB97M-V with the def2-TZVPD basis set.

Structure (XYZ):
```
80
C22H38FN2O16P (ωB97M-V with the def2-TZVPD basis set)
O -1.74 -0.03 2.99
C -0.73 0.61 2.91
O -0.69 1.81 2.25
P -1.49 1.75 0.75
O -1.14 0.31 0.04
O -0.76 2.90 -0.15
N 0.51 0.21 3.51
F 1.24 1.38 3.73
C 1.23 -0.66 2.59
C 0.53 -1.73 2.10
C 1.24 -2.50 1.20
C 2.52 -2.14 0.90
N 3.20 -1.13 1.40
C 2.53 -0.37 2.27
H -1.97 -0.05 -0.30
H 0.19 2.98 0.08
H -0.49 -1.94 2.37
H 0.77 -3.35 0.73
H 3.04 -2.75 0.16
H 3.04 0.48 2.69
C -3.42 -3.36 -4.21
C -4.51 -3.74 -3.23
O -3.96 -4.31 -2.03
C -3.47 -3.44 -1.16
O -3.45 -2.24 -1.27
O -2.96 -4.12 -0.12
C -2.33 -3.28 0.84
H -2.77 -4.21 -4.41
H -3.86 -3.02 -5.15
H -2.80 -2.56 -3.81
H -5.15 -4.51 -3.66
H -5.15 -2.88 -2.98
H -3.00 -2.48 1.16
H -1.42 -2.86 0.42
H -2.08 -3.90 1.70
C -4.00 3.65 3.37
C -4.11 2.39 4.21
O -4.83 2.64 5.43
C -6.16 2.68 5.31
O -6.79 2.52 4.30
O -6.67 2.95 6.51
C -8.09 3.11 6.52
H -3.58 4.47 3.95
H -3.37 3.47 2.50
H -4.98 3.97 3.02
H -3.12 2.06 4.51
H -4.57 1.58 3.65
H -8.58 2.25 6.06
H -8.37 4.02 6.00
H -8.40 3.17 7.56
C 4.57 2.13 0.46
C 5.02 1.00 -0.45
O 5.11 1.45 -1.82
C 6.20 2.14 -2.12
O 7.11 2.41 -1.37
O 6.12 2.50 -3.40
C 7.20 3.32 -3.85
H 3.65 2.57 0.09
H 4.41 1.76 1.47
H 5.32 2.92 0.50
H 4.28 0.21 -0.44
H 5.96 0.57 -0.12
H 8.16 2.87 -3.63
H 7.13 4.31 -3.39
H 7.10 3.43 -4.93
C 4.26 -0.87 -5.03
C 4.14 -2.13 -4.19
O 3.36 -1.90 -3.01
C 2.04 -1.89 -3.19
O 1.46 -2.07 -4.23
O 1.47 -1.62 -2.01
C 0.05 -1.50 -2.05
H 4.64 -0.05 -4.42
H 4.94 -1.03 -5.87
H 3.29 -0.57 -5.42
H 5.13 -2.44 -3.84
H 3.73 -2.96 -4.77
H -0.42 -2.36 -2.51
H -0.23 -0.58 -2.57
H -0.28 -1.43 -1.02
```

Output
SMILES string: O=C(OP(O)O)N(F)c1cccnc1.CCOC(=O)OC.CCOC(=O)OC.CCOC(=O)OC.CCOC(=O)OC
DFT total energy (a.u.): -2615.7072